68
Properties=species:S:1:pos:R:3:forces:R:3 method="wB97M-V/def2-TZVPD" homo_energy_ev=-9.7 total_energy_ha=-3094.9511 smiles="COCCCO[P@](=O)(O)OCOC(F)(F)F.O=C1OC[C@@H](F)O1.O=C1OC[C@@H](F)O1.O=C1OC[C@@H](F)O1.O=C1OC[C@@H](F)O1"
C 2.438 1.632 -4.000 0.42 -0.41 -0.05
O 1.303 2.588 -3.808 0.70 -0.74 -1.67
C 0.769 2.937 -5.135 0.03 -0.52 -1.27
C -0.852 3.173 -5.192 -0.44 0.12 0.71
C -1.435 4.185 -4.019 2.11 0.77 -1.33
O -2.775 3.708 -3.594 -2.25 2.75 -1.41
P -4.055 4.583 -4.387 0.96 0.96 -3.74
O -4.023 4.481 -5.968 -0.26 -0.08 5.93
O -3.890 6.313 -4.019 -2.47 -3.51 0.88
O -5.588 4.106 -3.671 2.63 -0.82 -1.72
C -6.288 3.115 -4.506 -1.40 1.54 -1.59
O -5.409 1.998 -4.886 -3.11 -3.08 2.14
C -5.953 0.691 -4.487 1.94 -1.69 -0.38
F -4.815 -0.290 -4.644 -4.05 3.44 0.56
F -6.368 0.593 -3.065 0.94 0.47 -5.01
F -7.025 0.175 -5.410 3.38 2.05 3.56
H 3.094 1.506 -3.017 -1.72 0.63 -2.11
H 1.996 0.558 -4.252 0.94 2.23 0.32
H 3.130 2.022 -4.889 -1.44 -0.94 1.93
H 1.351 3.869 -5.581 -1.16 -1.79 1.01
H 1.009 2.003 -5.839 -0.67 2.11 1.22
H -1.409 2.152 -5.056 1.13 1.88 -0.23
H -1.201 3.642 -6.221 0.99 -1.16 2.03
H -0.682 4.270 -3.099 -2.07 -0.53 -1.81
H -1.470 5.262 -4.521 -0.22 -2.18 1.28
H -4.792 6.593 -3.633 1.95 -0.53 -0.75
H -7.280 2.808 -3.966 2.29 0.39 -0.69
H -6.588 3.665 -5.519 0.86 -1.36 2.16
O 4.203 -0.854 -1.572 -1.12 1.24 2.19
C 3.698 -0.343 -0.586 1.59 -1.55 -2.06
O 3.837 -0.826 0.686 -0.03 0.22 -1.46
C 3.218 0.114 1.540 0.02 -0.52 1.19
C 2.261 0.800 0.627 -0.38 0.79 0.26
F 2.088 2.091 0.991 -0.24 0.20 -0.05
O 2.919 0.775 -0.619 0.22 -0.89 0.08
H 3.977 0.792 1.945 -0.25 0.11 -0.24
H 2.714 -0.385 2.373 0.22 -0.09 -0.60
H 1.288 0.304 0.540 0.04 0.22 0.02
O 1.536 -3.380 2.784 -2.51 1.22 -0.03
C 0.447 -2.832 2.739 2.57 -1.56 0.44
O -0.715 -3.396 3.190 1.18 0.22 -0.47
C -1.711 -2.399 3.081 -1.27 -0.34 0.49
C -1.155 -1.500 2.030 -0.29 0.87 -0.15
F -1.535 -0.220 2.240 -0.03 0.18 -0.20
O 0.238 -1.588 2.225 0.00 -0.95 0.04
H -1.830 -1.898 4.047 0.08 0.16 -0.23
H -2.671 -2.834 2.791 0.26 -0.12 0.07
H -1.403 -1.800 1.006 0.01 0.20 0.05
O -2.873 -6.281 3.958 2.71 -0.83 0.24
C -1.711 -6.641 4.042 -2.96 0.94 0.09
O -0.898 -6.367 5.109 -0.80 -0.06 -0.81
C 0.310 -7.064 4.879 0.84 0.11 0.98
C 0.308 -7.235 3.399 0.45 -0.45 -0.56
F 0.931 -8.382 3.045 0.18 -0.14 -0.22
O -1.060 -7.357 3.083 -0.20 0.74 0.59
H 0.287 -8.018 5.416 0.03 -0.03 -0.28
H 1.169 -6.485 5.230 -0.28 0.05 -0.03
H 0.740 -6.392 2.849 0.04 -0.17 -0.03
O 2.417 0.644 4.103 2.47 0.13 1.68
C 3.510 0.652 4.644 -2.82 -0.29 -0.92
O 3.813 -0.062 5.771 -0.51 0.63 -0.93
C 5.198 0.114 5.994 0.48 -0.72 0.98
C 5.479 1.395 5.286 0.86 0.33 -0.29
F 6.737 1.406 4.790 0.14 0.21 -0.01
O 4.575 1.380 4.205 -0.73 -0.28 0.61
H 5.745 -0.734 5.569 0.07 0.26 -0.10
H 5.418 0.173 7.064 -0.23 -0.03 -0.16
H 5.311 2.291 5.894 0.15 -0.01 -0.15

---

56
Properties=species:S:1:pos:R:3:forces:R:3 method="wB97M-V/def2-TZVPD" charge=+1 s2=0.7554 multiplicity=2 relative_energy_kj_mol=0.00 homo_energy_ev="-11.8 / -11.8" total_energy_ha=-3744.4209
Rb -26.785 3.691 -9.384 0.53 0.81 -0.18
As -24.945 6.126 -6.422 -0.55 1.85 0.97
F -25.916 5.899 -7.998 0.91 0.08 1.32
F -26.444 6.816 -5.637 1.66 -1.23 -1.38
F -24.172 6.352 -4.805 -0.65 -0.76 -2.35
F -23.525 5.372 -7.180 -1.21 0.74 0.60
F -24.443 7.787 -6.970 -0.69 -2.58 0.63
F -25.484 4.408 -6.049 0.11 1.12 -0.17
C -29.474 -1.219 -4.668 1.29 -0.17 0.00
O -29.623 -0.427 -5.875 0.04 -1.21 0.54
C -29.641 0.926 -5.627 0.24 0.00 0.31
C -29.092 1.615 -6.893 -0.17 2.61 -1.40
N -27.670 1.839 -6.967 0.11 -5.66 0.61
C -26.965 0.529 -7.238 0.40 0.72 -0.54
C -25.504 0.680 -7.285 2.05 0.13 -0.41
O -25.126 1.490 -8.367 -1.41 0.81 -0.36
C -23.785 1.858 -8.313 1.72 0.28 -1.40
H -28.413 -1.199 -4.417 0.16 0.31 0.37
H -29.630 -2.286 -4.829 -0.70 0.32 -0.53
H -30.042 -0.852 -3.814 -0.25 0.08 -0.31
H -29.044 1.230 -4.768 0.13 -0.11 0.30
H -30.678 1.195 -5.423 -0.09 0.75 -0.39
H -29.382 2.659 -7.011 -1.31 0.11 0.62
H -29.455 1.106 -7.786 0.28 -0.28 0.11
H -27.211 2.266 -6.175 0.20 1.27 0.22
H -27.277 -0.044 -8.111 -0.60 0.87 -0.52
H -27.194 -0.226 -6.486 -0.60 0.28 0.93
H -25.024 -0.280 -7.481 -0.18 -0.52 0.51
H -25.019 1.123 -6.416 -0.43 -0.17 0.64
H -23.141 1.151 -8.836 0.07 -1.18 0.87
H -23.436 2.129 -7.317 -0.02 0.05 -0.12
H -23.554 2.621 -9.056 -0.79 1.03 0.49
C -23.876 6.425 -11.457 0.08 0.45 -0.29
O -25.150 5.847 -11.613 -1.01 -0.43 -0.36
C -25.806 6.063 -12.881 0.15 -1.03 0.70
C -26.690 4.804 -13.150 1.21 2.21 0.84
N -25.957 3.595 -13.421 -1.02 -0.41 -0.59
C -26.889 2.481 -13.368 1.38 -1.57 -0.21
C -26.099 1.115 -13.375 -1.84 0.64 -0.17
O -25.475 0.821 -12.110 0.52 0.39 -2.05
C -26.258 0.384 -11.081 -0.29 -0.19 1.87
H -23.327 6.273 -12.386 0.49 -0.15 0.15
H -23.400 5.979 -10.584 0.04 -0.11 -0.21
H -23.922 7.501 -11.285 -0.17 0.15 0.06
H -25.076 6.250 -13.669 0.22 -0.42 -0.12
H -26.425 6.961 -12.877 -0.23 0.03 0.38
H -27.386 5.182 -13.898 -0.03 -0.92 -0.55
H -27.274 4.647 -12.243 -0.53 0.28 0.41
H -25.231 3.408 -12.745 0.21 0.48 0.17
H -27.631 2.554 -14.163 0.31 -0.19 -0.38
H -27.514 2.423 -12.477 -0.20 0.42 0.75
H -25.411 1.093 -14.220 0.58 0.11 0.60
H -26.829 0.337 -13.599 -0.11 -0.24 0.14
H -25.578 -0.076 -10.364 0.03 0.04 0.08
H -27.084 -0.323 -11.168 0.04 -0.40 -1.35
H -26.745 1.198 -10.543 -0.07 0.52 0.16

---

8
Properties=species:S:1:pos:R:3:forces:R:3 method="wB97M-V/def2-TZVPD" charge=+1 s2=8.7696 multiplicity=6 relative_energy_kj_mol=0.00 homo_energy_ev="-12.4 / -15.3" total_energy_ha=-444.4004
H -0.323 -1.324 1.840 0.12 0.47 0.20
O 2.504 -0.917 0.708 -4.12 0.97 0.53
C 1.357 -0.713 0.850 6.42 -0.93 -1.04
C 0.050 -0.632 1.074 -4.36 0.72 -0.64
O -0.843 0.029 0.315 3.15 -1.62 4.55
C -1.058 1.582 -1.501 4.31 5.70 -2.71
O -0.281 2.436 -1.790 -4.33 -4.56 1.76
Ir -1.406 -0.461 -1.495 -1.18 -0.75 -2.67

---

39
Properties=species:S:1:pos:R:3:forces:R:3 method="wB97M-V/def2-TZVPD" charge=+2 relative_energy_kj_mol=0.00 homo_energy_ev=-14.7 total_energy_ha=-1426.3717
Au 0.111 -0.369 -0.636 -0.08 0.71 -0.08
C 2.127 3.661 -0.548 0.04 -0.08 0.01
C 1.668 2.236 -0.564 0.38 0.03 0.00
N 0.463 1.831 -0.629 -0.33 -0.16 0.00
N -0.613 2.656 -0.662 -0.09 -0.14 -0.09
C -1.850 2.127 -0.821 0.12 0.13 0.05
N -2.856 2.981 -0.841 -0.07 -0.15 -0.05
S -2.164 0.454 -0.986 0.41 -0.53 0.13
C 2.674 1.130 -0.501 -0.08 -0.01 -0.05
C 4.020 1.399 -0.399 0.17 0.03 0.00
C 4.931 0.348 -0.326 0.08 0.07 -0.02
C 4.471 -0.950 -0.376 0.10 -0.02 -0.02
C 3.109 -1.161 -0.502 -0.13 0.09 -0.04
N 2.235 -0.155 -0.551 -0.21 -0.36 0.10
H 1.329 4.384 -0.690 -0.04 -0.04 0.00
H 2.848 3.826 -1.350 -0.01 -0.03 0.01
H 2.621 3.890 0.398 -0.02 -0.03 -0.01
H -0.492 3.649 -0.540 0.05 0.14 0.02
H -2.736 3.980 -0.778 0.00 0.02 0.00
H -3.797 2.634 -0.955 -0.04 0.02 0.01
H 4.375 2.419 -0.380 -0.02 -0.03 0.03
H 5.990 0.556 -0.241 -0.02 0.00 0.02
H 5.145 -1.793 -0.324 -0.03 0.01 -0.03
H 2.710 -2.165 -0.576 0.00 0.04 0.04
C -0.104 -2.474 -0.365 0.13 0.57 -0.18
C -1.358 -2.559 0.346 -0.18 -0.38 0.15
C -2.546 -2.857 -0.337 0.01 -0.06 -0.20
C -3.757 -2.797 0.316 -0.13 0.01 -0.11
C -3.794 -2.413 1.658 -0.28 0.08 0.06
C -2.616 -2.230 2.378 0.11 0.05 0.12
C -1.405 -2.313 1.724 0.09 0.08 0.14
C -5.064 -2.142 2.291 0.12 -0.15 -0.01
N -6.063 -1.861 2.782 0.10 -0.05 -0.06
H -0.078 -2.891 -1.370 0.02 0.00 0.05
H 0.796 -2.663 0.224 -0.13 -0.05 -0.05
H -2.503 -3.138 -1.385 -0.06 0.05 0.07
H -4.680 -3.032 -0.198 0.05 0.08 -0.01
H -2.667 -2.021 3.439 0.03 0.05 -0.03
H -0.477 -2.173 2.271 -0.09 0.03 0.01

---

43
Properties=species:S:1:pos:R:3:forces:R:3 method="wB97M-V/def2-TZVPD" charge=+1 relative_energy_kj_mol=0.00 homo_energy_ev=-12.3 total_energy_ha=-2788.7828
Sc -0.617 0.663 0.699 -0.70 -0.30 0.21
C 1.787 3.929 -1.618 -0.03 -0.03 -0.01
C 1.453 3.238 -0.307 0.20 0.29 -0.02
O 2.171 3.894 0.755 -0.04 -0.08 -0.08
P 2.075 1.515 -0.198 -0.07 0.14 0.10
O 3.636 1.592 -0.120 0.08 0.04 0.11
O 1.752 0.675 -1.455 0.03 -0.20 -0.19
O 1.411 0.920 1.026 0.34 0.05 -0.24
P -0.343 3.221 0.085 0.26 0.04 -0.09
O -0.891 4.662 -0.206 0.00 0.04 0.03
O -0.511 2.744 1.514 -0.11 0.09 0.01
O -0.930 2.139 -0.800 0.01 0.09 -0.13
H 2.860 3.881 -1.805 -0.01 0.01 0.01
H 1.489 4.975 -1.559 0.01 -0.01 0.00
H 1.266 3.455 -2.451 0.01 -0.02 0.05
H 1.756 3.670 1.602 -0.04 -0.02 0.01
H 3.970 2.226 0.531 0.02 0.06 0.01
H 1.708 -0.319 -1.272 0.00 0.02 0.00
H -1.236 5.127 0.567 -0.04 0.04 0.01
N -4.636 -1.409 -1.504 -0.02 -0.02 0.04
C -3.366 -1.160 -2.172 -0.09 0.03 -0.05
C -2.387 -0.583 -1.186 -0.04 0.15 0.09
O -2.909 -0.205 -0.019 0.09 0.08 0.07
O -1.204 -0.400 -1.360 0.05 -0.04 -0.01
H -5.424 -1.093 -2.050 -0.02 0.02 0.01
H -3.867 -0.454 -0.027 -0.05 -0.02 -0.07
H -4.777 -2.388 -1.292 0.01 -0.02 -0.02
H -3.486 -0.396 -2.942 0.02 0.00 -0.07
H -2.910 -2.024 -2.652 0.01 -0.05 0.00
C 2.233 -4.317 0.671 -0.19 0.15 0.12
N 1.228 -3.334 1.112 -0.02 -0.18 0.16
C 0.569 -3.522 2.299 0.26 -0.19 -0.20
C -0.313 -2.646 2.827 -0.02 -0.01 0.02
C -0.539 -1.480 2.048 -0.17 0.31 0.33
O -1.229 -0.440 2.379 0.10 -0.44 0.00
N 0.041 -1.373 0.849 0.01 -0.07 -0.20
C 1.007 -2.182 0.373 0.28 0.10 0.03
O 1.682 -1.900 -0.621 -0.17 -0.08 0.02
H 1.750 -5.275 0.497 0.01 -0.04 0.01
H 3.002 -4.419 1.434 0.02 -0.01 0.00
H 2.680 -3.963 -0.249 -0.01 0.06 -0.03
H 0.837 -4.435 2.815 -0.02 0.00 -0.01
H -0.784 -2.806 3.783 0.01 0.02 -0.01

---

19
Properties=species:S:1:pos:R:3:forces:R:3 method="wB97M-V/def2-TZVPD" charge=-1 relative_energy_kj_mol=250.66 homo_energy_ev=-4.4 total_energy_ha=-1011.2923
C -1.060 0.343 1.822 -0.05 1.84 -1.17
C -0.903 -0.822 2.537 -0.04 -2.91 1.91
C -0.433 0.550 0.674 0.62 -0.19 -1.79
C -0.772 -2.014 1.995 2.04 -1.32 -5.55
C -0.624 -1.704 -0.083 0.85 -1.65 4.09
C 1.552 -0.358 -0.444 0.03 0.57 1.47
N 0.070 -0.478 -0.148 1.47 0.20 -0.16
O 0.499 -3.938 3.433 -0.13 0.84 -1.46
O 1.615 -3.055 1.392 -0.57 0.63 0.45
O -0.282 -4.517 1.165 -0.04 1.00 0.59
F -1.861 -1.630 -0.619 -0.54 0.40 -0.32
S 0.369 -3.509 2.018 -0.63 -1.28 1.57
H -1.504 1.194 2.231 -0.50 1.21 1.00
H -0.750 -0.770 3.598 -0.07 0.31 0.69
H -0.248 1.553 0.282 -0.23 -0.18 0.03
H -0.161 -2.693 -0.352 0.00 1.54 -0.05
H 2.250 -0.732 0.370 -1.26 -0.64 -0.95
H 1.842 -0.698 -1.439 -0.22 -0.26 0.22
H 1.839 0.707 -0.339 -0.72 -0.11 -0.59